C12H13N2O2SSbSe4V | ωB97M-V/def2-TZVPD

gap between HOMO and LUMO (spin up / spin down): 5.3 / 5.4 eV
relative energy (zero: lowest compared OMol25 entry of this formula, charge and spin): 588.6 kJ/mol
E: -11913.1501 hartree
highest occupied orbital energy (spin up / spin down): -7.255 / -7.237 eV

The geometry in ORCA input format:
```
! RIJCOSX wB97M-V def2-TZVPD def2/J DEFGRID3
* xyz 0 4
Sb 0.38 4.02 -1.70
Se -0.10 2.12 -0.29
Se -1.35 5.69 -1.78
Se 2.60 5.00 -1.33
Se 1.17 3.46 -3.97
V -0.22 0.41 0.70
S -1.29 1.31 2.22
O 1.46 0.03 1.50
O 1.30 -0.30 -0.69
N -1.60 -0.49 0.00
N 3.08 1.60 -1.39
C 2.91 1.35 0.06
C 1.77 0.31 0.32
C -1.96 -2.50 -1.18
C -1.26 -0.41 2.33
C -0.87 -2.44 3.53
C -1.19 -3.20 2.42
C -1.80 -1.11 -1.17
C -1.79 -3.23 -0.02
C -1.71 -0.22 -2.38
C -0.90 -1.05 3.50
C -1.50 -1.16 1.17
C -1.50 -2.57 1.20
H 2.26 1.19 -1.90
H -0.65 -0.14 -2.69
H -2.29 -0.61 -3.20
H 3.93 1.17 -1.78
H -2.06 0.80 -2.12
H 3.82 0.94 0.50
H 3.12 2.66 -1.61
H -0.59 -2.92 4.46
H -0.65 -0.46 4.38
H -1.17 -4.28 2.48
H -1.85 -4.30 -0.03
H 2.68 2.30 0.58
H -2.16 -2.99 -2.13
*
```